Molecular formula: C45H50ClIPS2
Method: DFT, wB97M-V/def2-TZVPD

The geometry in XYZ format:
```
100
Properties=species:S:1:pos:R:3
S -0.377 -1.488 1.606
P -0.365 0.533 1.096
S 1.114 0.816 -0.337
I -2.472 1.027 0.085
C -0.144 1.456 2.653
C 0.439 2.859 2.521
C 1.937 2.913 2.216
Cl 2.784 3.945 3.377
H 0.670 -1.938 0.900
H 2.188 0.525 0.420
H -1.148 1.541 3.059
H 0.458 0.838 3.308
H -0.132 3.479 1.840
H 0.313 3.315 3.497
H 2.108 3.333 1.235
H 2.395 1.932 2.242
C -1.582 1.893 -5.545
C -0.408 2.496 -5.975
C 0.717 2.491 -5.163
C 0.669 1.877 -3.920
C -0.505 1.273 -3.492
C -1.632 1.283 -4.300
H -2.458 1.899 -6.180
H -0.369 2.970 -6.947
H 1.630 2.966 -5.497
H 1.549 1.872 -3.287
H -0.541 0.792 -2.522
H -2.548 0.812 -3.964
C -7.922 3.474 -2.032
C -6.686 3.376 -2.655
C -5.693 2.584 -2.101
C -5.943 1.887 -0.927
C -7.177 1.982 -0.302
C -8.167 2.778 -0.856
H -8.697 4.093 -2.464
H -6.498 3.917 -3.573
H -4.726 2.509 -2.586
H -5.168 1.264 -0.494
H -7.368 1.435 0.612
H -9.131 2.857 -0.372
C 3.328 4.260 -1.608
C 4.389 3.966 -2.452
C 5.241 4.978 -2.869
C 5.034 6.280 -2.437
C 3.974 6.573 -1.591
C 3.118 5.563 -1.178
H 2.660 3.471 -1.283
H 4.553 2.949 -2.785
H 6.066 4.752 -3.531
H 5.700 7.069 -2.761
H 3.814 7.589 -1.255
H 2.287 5.793 -0.521
C 4.450 -2.911 3.420
C 3.496 -2.270 2.643
C 2.768 -1.215 3.176
C 2.995 -0.794 4.478
C 3.951 -1.433 5.251
C 4.677 -2.492 4.723
H 5.018 -3.734 3.008
H 3.325 -2.596 1.623
H 2.019 -0.720 2.573
H 2.432 0.033 4.894
H 4.131 -1.103 6.266
H 5.421 -2.992 5.328
C -2.402 -5.308 -0.450
C -1.494 -4.263 -0.542
C -0.770 -4.068 -1.710
C -0.958 -4.918 -2.791
C -1.867 -5.961 -2.701
C -2.587 -6.159 -1.530
H -2.965 -5.461 0.462
H -1.349 -3.593 0.296
H -0.058 -3.253 -1.782
H -0.396 -4.766 -3.704
H -2.018 -6.622 -3.544
H -3.294 -6.975 -1.462
C -6.826 -7.235 -3.289
C -5.918 -6.190 -3.378
C -5.193 -5.998 -4.546
C -5.381 -6.847 -5.627
C -6.290 -7.892 -5.538
C -7.011 -8.087 -4.369
H -7.391 -7.386 -2.378
H -5.775 -5.524 -2.537
H -4.481 -5.185 -4.613
H -4.819 -6.696 -6.539
H -6.438 -8.554 -6.381
H -7.718 -8.904 -4.299
C 6.546 3.452 8.133
C 6.059 3.001 6.914
C 5.983 1.640 6.657
C 6.389 0.729 7.623
C 6.874 1.179 8.842
C 6.955 2.540 9.096
H 6.608 4.513 8.332
H 5.740 3.712 6.162
H 5.609 1.288 5.703
H 6.329 -0.334 7.425
H 7.190 0.468 9.595
H 7.337 2.892 10.045
```

Summary:
total charge: +1
E_tot: -3640.106117 a.u.
HOMO energy: -10.695 eV

Atomic partial charges in e from the Mulliken method, atoms 1 to 99:
1. S -0.1311
2. P 0.3338
3. S -0.1098
4. I 0.4106
5. C -0.5437
6. C -0.8445
7. C 0.3521
8. Cl -0.1755
9. H 0.2009
10. H 0.2525
11. H 0.5222
12. H 0.2656
13. H 0.3703
14. H 0.5112
15. H -0.1946
16. H 0.0556
17. C -0.4742
18. C -0.4174
19. C -0.5267
20. C -0.0021
21. C 0.1450
22. C -0.5027
23. H 0.3840
24. H 0.3765
25. H 0.4118
26. H 0.1489
27. H -0.0858
28. H 0.4641
29. C -0.3935
30. C -0.4411
31. C -0.0165
32. C -0.1047
33. C -0.7253
34. C -0.3519
35. H 0.3684
36. H 0.3710
37. H 0.3552
38. H 0.1184
39. H 0.3581
40. H 0.3671
41. C 0.3305
42. C -0.5043
43. C -0.3979
44. C -0.4475
45. C -0.3898
46. C -0.5373
47. H 0.1178
48. H 0.3465
49. H 0.3737
50. H 0.3726
51. H 0.3736
52. H 0.3732
53. C -0.5579
54. C -0.4349
55. C 0.8702
56. C -0.7154
57. C -0.4145
58. C -0.4862
59. H 0.3883
60. H 0.3612
61. H -0.4130
62. H 0.3443
63. H 0.5109
64. H 0.3903
65. C -0.7508
66. C 0.2052
67. C -0.1015
68. C -0.5304
69. C -0.4982
70. C -0.3575
71. H 0.3701
72. H 0.0291
73. H 0.3780
74. H 0.3892
75. H 0.4491
76. H 0.4478
77. C -0.4274
78. C -0.3638
79. C -0.3295
80. C -0.4449
81. C -0.3654
82. C -0.3750
83. H 0.3672
84. H 0.4171
85. H 0.4286
86. H 0.3659
87. H 0.3653
88. H 0.3640
89. C -0.4000
90. C -0.4110
91. C -0.3063
92. C -0.2543
93. C -0.5093
94. C -0.3547
95. H 0.3658
96. H 0.3633
97. H 0.4042
98. H 0.3863
99. H 0.3654